10
Properties=species:S:1:pos:R:3:forces:R:3 method="wB97M-V/def2-TZVPD" e_lumo_ha="-0.07986 / -0.07988" gap_ev="6.36 / 6.36" energy_ha=-1348.3201 spin_multiplicity=1
C -0.856583 -1.806542 1.596410 1.088 3.252 -2.661
C -0.488370 -2.411871 0.266419 -2.633 -4.253 4.454
O 2.611856 -0.432273 3.371407 0.237 1.144 0.334
S 2.053035 -3.046822 2.554578 1.626 0.707 1.089
S -0.775214 -0.165818 1.776031 -0.349 -1.863 0.442
S 3.191047 -1.743274 3.444999 -1.669 -1.925 -1.289
H -1.144440 -2.518553 2.287921 -0.630 -0.968 1.945
H 0.409672 -2.972929 0.383415 0.651 -0.576 -0.241
H -0.486645 -1.773705 -0.450858 0.692 4.422 -4.430
H -1.351414 -3.088513 -0.007834 0.987 0.059 0.356


8
Properties=species:S:1:pos:R:3:forces:R:3 method="wB97M-V/def2-TZVPD" e_lumo_ha="-0.04213 / -0.04417" gap_ev="7.20 / 6.54" energy_ha=-761.1864 spin_multiplicity=1
C -1.203572 0.032242 0.969260 0.319 -0.080 0.353
P -0.496483 0.898158 -0.339397 0.625 0.173 -0.840
P 1.770805 1.172049 -0.065203 -0.709 -0.415 0.222
C 0.888644 -0.208650 -0.906716 -0.155 0.374 0.025
H -2.035263 0.485505 1.477664 -0.195 0.075 0.165
H -0.887294 -0.941947 1.305780 0.069 -0.128 0.051
H 0.972511 -1.192527 -0.454034 0.035 0.002 0.043
H 0.990652 -0.244829 -1.987354 0.010 -0.001 -0.019


10
Properties=species:S:1:pos:R:3:forces:R:3 method="wB97M-V/def2-TZVPD" e_lumo_ha=-0.05056 gap_ev=7.22 energy_ha=-1443.9658 spin_multiplicity=1
C 0.281249 -0.176362 -0.166122 0.416 1.377 0.984
C 1.772279 -0.424003 -0.295278 0.841 -0.193 -0.830
P -0.143322 1.509669 0.015032 0.091 -1.407 -0.157
P -0.685058 -1.625692 0.104127 -1.096 0.664 -0.554
P -2.600119 -0.837335 0.164235 0.041 -0.293 0.468
P -2.273165 1.281948 -0.066446 -0.350 0.161 1.155
H 2.002467 -0.805677 -1.357844 0.011 1.363 1.294
H 2.163721 -1.272372 0.276702 -0.529 0.034 0.389
H 2.318444 0.477856 0.110699 -0.150 -0.945 -1.222
H -2.836498 1.871969 1.214896 0.725 -0.761 -1.528


8
Properties=species:S:1:pos:R:3:forces:R:3 method="wB97M-V/def2-TZVPD" e_lumo_ha="-0.01024 / -0.01288" gap_ev="8.24 / 7.28" energy_ha=-874.7903 spin_multiplicity=1
C 0.525075 0.015579 0.114651 0.017 0.121 0.745
C -0.719562 -0.015789 -0.663512 -0.229 -0.016 -0.278
S 1.895569 -1.022752 0.226252 0.170 -0.145 -0.053
S 1.878028 1.085207 0.144308 0.141 0.065 -0.091
H -0.452601 0.015685 2.764631 0.058 0.008 -0.188
H -1.565363 -0.277249 -0.028903 -0.057 -0.011 0.000
H -0.653595 -0.765019 -1.454759 -0.037 0.045 -0.111
H -0.907550 0.964339 -1.102671 -0.063 -0.066 -0.024


8
Properties=species:S:1:pos:R:3:forces:R:3 method="wB97M-V/def2-TZVPD" e_lumo_ha=0.00421 gap_ev=9.69 energy_ha=-103.9488 spin_multiplicity=1
B -1.046377 -0.369825 -0.057101 1.340 0.085 1.708
C 0.502810 -0.671479 0.037210 -0.886 -1.817 0.978
C -0.068199 0.780425 0.021294 -0.950 -1.561 2.703
H -1.998751 -0.629231 0.630663 -0.038 -0.189 -1.001
H 0.772977 -1.257835 1.021518 -0.357 1.412 -1.971
H 1.120191 -0.975722 -0.822511 -0.286 0.441 0.499
H 0.354028 1.399254 -0.633074 1.566 1.930 -3.314
H -0.053120 1.376520 0.931684 -0.389 -0.300 0.397


8
Properties=species:S:1:pos:R:3:forces:R:3 method="wB97M-V/def2-TZVPD" e_lumo_ha=0.03444 gap_ev=11.35 energy_ha=-2653.1659 spin_multiplicity=1
C -0.429150 0.744267 0.390912 -1.289 -2.233 1.777
C 0.076842 1.300018 -0.675944 -1.946 2.394 0.950
H -0.108658 -0.252904 0.763292 0.321 0.747 -0.473
H -1.317053 1.017267 0.980260 0.463 0.710 -0.569
H -0.301135 2.290364 -0.988105 0.389 -0.733 -0.166
H 0.884739 0.857610 -1.110966 2.065 -0.878 -1.504
Br 1.231618 -3.169582 0.479386 1.562 -0.468 0.392
H -0.037204 -2.787040 0.161164 -1.565 0.462 -0.408


Respective energy above the lowest of the compared OMol25 structures with the same formula, charge and spin values: 55.4; 42.9; 0.0; 106.6; 27.3; 18.5 kcal/mol.